Entry 1:
# C12H32F12N5O7P2

7 unconnected molecules or ions with the total composition C12H32F12N5O7P2 at a distorted geometry (wB97M-V/def2-TZVPD, the Open Molecules 2025 dataset).

Last column: Löwdin charge in e.
CARTESIAN COORDINATES (ANGSTROEM)
C (1.4226, 4.0697, -2.8690)  0.04
C (2.7893, 4.6562, -3.0799)  -0.39
O (3.6502, 4.6268, -2.2754)  0.19
N (3.1129, 5.1589, -4.5028)  0.10
H (3.5195, 4.3433, -4.9684)  0.19
H (2.2501, 5.3527, -5.0141)  0.18
C (4.0861, 6.3398, -4.3873)  0.04
H (0.6714, 4.8465, -2.7301)  0.12
H (1.4394, 3.4795, -1.9534)  0.09
H (1.2753, 3.3096, -3.6402)  0.10
H (3.6980, 7.0925, -3.7073)  0.11
H (4.2222, 6.7236, -5.3935)  0.11
H (5.0145, 5.9706, -3.9633)  0.10
C (-3.4851, -2.8490, 3.2833)  0.04
C (-3.2338, -3.6600, 2.0378)  -0.42
O (-3.6735, -4.7465, 1.8729)  0.17
N (-2.5179, -2.9291, 0.9544)  0.08
H (-2.7513, -1.9325, 1.0666)  0.12
H (-1.4873, -2.8798, 1.1452)  0.11
C (-2.8051, -3.4276, -0.4214)  0.02
H (-2.5395, -2.7483, 3.8155)  0.10
H (-4.2944, -3.2928, 3.8511)  0.10
H (-3.8539, -1.8875, 2.9112)  0.07
H (-2.2466, -2.8195, -1.1332)  0.07
H (-3.8591, -3.2560, -0.6209)  0.11
H (-2.4842, -4.4528, -0.5735)  0.10
C (2.7262, 2.4726, 2.1956)  0.04
C (2.6018, 1.5834, 3.4341)  -0.40
O (2.1641, 1.8737, 4.4880)  0.22
N (3.1738, 0.2114, 3.2772)  0.09
H (3.7621, 0.1800, 2.4434)  0.16
H (3.8907, 0.0627, 3.9940)  0.19
C (2.0976, -0.8794, 3.2409)  0.05
H (3.2382, 3.4152, 2.3687)  0.10
H (1.7163, 2.6326, 1.8156)  0.09
H (3.2941, 1.9330, 1.4354)  0.07
H (2.6427, -1.7922, 3.0021)  0.10
H (1.2182, -0.7555, 2.6124)  0.08
H (1.7868, -0.9714, 4.2793)  0.12
C (-0.1688, -0.8972, -3.2762)  0.03
C (1.2041, -1.3982, -2.9425)  -0.42
O (2.0306, -1.6625, -3.7509)  0.17
N (1.5537, -1.4001, -1.4850)  0.10
H (2.3136, -0.7251, -1.3867)  0.17
H (0.8409, -1.0814, -0.8242)  0.09
C (2.1419, -2.8059, -1.0498)  0.09
H (-0.2853, 0.1785, -3.1350)  0.10
H (-0.8461, -1.4871, -2.6578)  0.08
H (-0.3212, -0.9967, -4.3487)  0.10
H (2.4228, -2.5259, -0.0411)  0.09
H (2.9424, -3.0843, -1.7265)  0.10
H (1.2886, -3.4519, -1.2315)  0.11
P (-0.9588, 0.5173, 0.5153)  0.23
F (-2.1678, -0.2536, 1.3435)  -0.17
F (-1.8617, 1.8132, 0.4092)  -0.10
F (-0.3840, 1.0297, 1.9433)  -0.14
F (0.2410, 1.1703, -0.4282)  -0.19
F (-0.1752, -0.8982, 0.5857)  -0.19
F (-1.7059, -0.1195, -0.7975)  -0.17
P (-6.1440, 0.0128, 1.1590)  0.17
F (-6.7180, -0.3013, -0.3454)  -0.19
F (-5.5133, -1.5162, 1.2721)  -0.21
F (-4.7170, 0.3800, 0.4532)  -0.20
F (-5.5853, 0.2624, 2.6471)  -0.17
F (-6.5408, 1.5813, 1.0578)  -0.17
F (-7.6054, -0.3377, 1.7361)  -0.15
N (0.6130, -4.2704, 1.9834)  -0.59
O (-0.1444, -5.2358, 2.1506)  0.01
O (1.8548, -4.4480, 2.0525)  -0.06
O (0.1632, -3.1032, 1.8272)  -0.12

Forces on atoms 1 to 2 (eV/Å):
0.6 -0.3 0.1
-0.8 -1.3 1.1

Results
- Molecular weight: 648.3 g mol⁻¹
- Highest occupied orbital energy: -10.75 eV
- 2S+1: 1
- Total charge: +1
- ΔE to the lowest compared entry with this formula, charge and spin: 0.0 kcal/mol

Entry 2:
# C12H32F2O12S4Zn

A molecular structure, C12H32F2O12S4Zn at a distorted geometry (wB97M-V/def2-TZVPD, the Open Molecules 2025 dataset).

Last column: Löwdin charge in e.
CARTESIAN COORDINATES (ANGSTROEM)
Zn (1.9573, -0.3128, -0.0984)  0.55
F (3.7201, -0.0883, 0.7547)  -0.51
F (2.4309, -1.3713, -1.6713)  -0.48
O (3.7355, 3.3466, -2.0840)  -0.26
S (2.8524, 2.2229, -2.3196)  0.65
O (2.1842, 1.6302, -1.1896)  -0.30
O (1.7650, 2.6384, -3.4297)  -0.24
C (0.4533, 2.9792, -3.0018)  -0.27
C (-0.3870, 3.2472, -4.2453)  -0.06
C (3.6933, 0.9839, -3.2642)  -0.11
H (0.5049, 3.9045, -2.4236)  0.13
H (-0.0771, 2.2656, -2.3698)  0.10
H (-1.4305, 3.5430, -4.1614)  0.08
H (-0.3096, 2.3835, -4.9074)  0.08
H (0.0675, 4.1271, -4.7133)  0.08
H (3.0495, 0.1917, -3.6351)  0.06
H (4.4531, 0.5385, -2.6242)  0.09
H (4.1574, 1.4777, -4.1171)  0.07
O (0.0326, -0.2352, -0.8911)  -0.31
S (-0.9400, -0.9409, -1.6975)  0.66
O (-1.7891, -1.9322, -1.0574)  -0.28
O (-1.9090, 0.1971, -2.3152)  -0.26
C (-2.7642, 0.8316, -1.3250)  -0.26
C (-4.0334, 1.2378, -2.0411)  -0.06
C (-0.1286, -1.4935, -3.1705)  -0.09
H (-2.1802, 1.6298, -0.8580)  0.12
H (-2.9393, 0.1699, -0.4743)  0.11
H (-4.5788, 0.3313, -2.3119)  0.08
H (-3.8678, 1.8208, -2.9423)  0.08
H (-4.7092, 1.7465, -1.3521)  0.08
H (0.5715, -2.2573, -2.8356)  0.07
H (0.4000, -0.6225, -3.5438)  0.07
H (-0.9322, -1.8866, -3.7896)  0.08
O (1.1147, 1.0008, 1.2377)  -0.33
S (1.4690, 2.0062, 2.2149)  0.67
O (1.7032, 3.3336, 1.7518)  -0.24
O (0.2744, 2.1020, 3.3214)  -0.23
C (-0.0324, 0.8787, 3.9958)  -0.29
C (-1.5097, 0.8263, 4.3920)  -0.05
C (2.8398, 1.3998, 3.2290)  -0.09
H (0.6063, 0.6464, 4.8517)  0.12
H (0.1803, 0.0640, 3.2927)  0.09
H (-1.6692, 1.5862, 5.1541)  0.08
H (-1.8615, -0.1551, 4.6956)  0.07
H (-2.0514, 1.0741, 3.4763)  0.08
H (2.9594, 2.1253, 4.0343)  0.08
H (3.7269, 1.5466, 2.6142)  0.07
H (2.6036, 0.3894, 3.5307)  0.07
O (1.3681, -1.7821, 1.1381)  -0.29
S (0.7462, -2.8432, 1.8956)  0.67
O (1.3114, -3.3581, 3.1199)  -0.25
O (-0.7953, -2.4012, 2.1118)  -0.27
C (-1.6578, -3.2640, 2.8907)  -0.26
C (-2.9971, -3.2601, 2.2282)  -0.06
C (0.4760, -4.1793, 0.6780)  -0.07
H (-1.7121, -2.8116, 3.8830)  0.12
H (-1.2359, -4.2606, 3.0285)  0.12
H (-2.9423, -3.4708, 1.1562)  0.08
H (-3.5026, -2.3013, 2.3292)  0.08
H (-3.6431, -4.0692, 2.5761)  0.09
H (1.3199, -4.1701, -0.0084)  0.08
H (-0.3874, -3.8479, 0.1007)  0.05
H (0.2465, -5.1092, 1.1865)  0.07

Forces on atoms 1 to 2 (eV/Å):
2.6 0.1 -0.8
-0.8 0.1 -0.1

Results
- Molecular weight: 600.0 g mol⁻¹
- Highest occupied orbital energy: -9.33 eV
- 2S+1: 1
- ΔE to the lowest compared entry with this formula, charge and spin: 0.0 kcal/mol

Respective energy values: -3157.916742, -4951.108770 hartree.
Respective orbital gap values: 6.06, 9.54 eV.